C18H14FeN4O3S as an isolated structure at a distorted geometry, computed with wB97M-V/def2-TZVPD.

```
41
C18H14FeN4O3S (wB97M-V/def2-TZVPD)
Fe 0.19475 -0.26172 0.86033
O 4.23915 -0.04090 -2.62880
C 3.13648 0.02203 -3.40140
C 3.33267 0.10841 -4.78068
C 2.25133 0.17315 -5.63572
C 0.95085 0.15341 -5.13786
C 0.75610 0.06854 -3.77430
C 1.83192 0.00112 -2.88857
C 1.55735 -0.09597 -1.43759
O 0.33399 -0.14342 -1.03685
N 2.57418 -0.08386 -0.60587
N 2.07884 -0.27287 0.69284
C 2.07960 0.79202 1.44271
C 1.43010 0.68025 2.77768
C 1.49943 1.68409 3.73356
C 0.74190 1.53189 4.87965
C -0.06525 0.40922 5.02758
C -0.10275 -0.51526 4.00145
N 0.64223 -0.39960 2.90222
H 3.94936 -0.09762 -1.69310
H 4.35071 0.12021 -5.14645
H 2.42376 0.23928 -6.70292
H 0.10548 0.20323 -5.81055
H -0.24029 0.04941 -3.35417
H 2.46452 1.74811 1.10435
H 2.12109 2.55339 3.57116
H 0.76484 2.29156 5.65013
H -0.68191 0.27229 5.90378
H -0.75203 -1.38112 4.04222
O -1.17163 -1.59796 0.69850
N -2.44119 -1.18267 0.66025
C -3.37497 -2.14292 0.47191
C -4.70223 -1.82768 0.42142
C -5.07537 -0.48608 0.56799
C -4.11151 0.46726 0.75545
C -2.74533 0.12745 0.80690
S -1.48346 1.26739 1.03077
H -2.95867 -3.13252 0.36719
H -5.42538 -2.61426 0.26772
H -6.11786 -0.20002 0.53040
H -4.36079 1.51273 0.86668
```

LUMO (spin up / spin down) (hartree): -0.01758 / -0.01790
Electronic energy (eV): -76217.004
HOMO energy (spin up / spin down) (Eh): -0.2881 / -0.2887
Frontier orbital gap (spin up / spin down) (eV): 7.362 / 7.370
Multiplicity: 1
Energy relative to the best compared isomer or geometry (same formula, charge and spin) (kcal/mol): 1.9